1.
Here is C2H7NS3 in the gas phase from the OMol25 dataset. Energies are from ωB97M-V/def2-TZVPD.

The geometry in XYZ format:
```
13
Properties=species:S:1:pos:R:3:forces:R:3
S -1.012309 -1.732280 0.492377 -0.1 3.0 -1.9
S 0.777261 -2.137439 1.187199 1.0 -0.2 0.0
S 1.144586 -1.174266 2.980429 0.4 1.2 -0.2
N -0.870104 0.073823 -0.576360 -1.5 -3.4 1.1
C -0.486006 1.061721 0.377139 4.8 1.6 -4.7
C -0.233537 0.003576 -1.840792 -0.6 -0.4 -1.6
H 1.784223 -0.003101 2.526333 -0.7 -1.3 0.3
H 0.802628 0.119517 -1.891235 2.3 0.3 0.8
H -0.334306 -0.953496 -2.402367 -0.8 0.6 0.6
H -0.842863 2.041842 -0.005917 0.1 -0.4 0.6
H -0.905333 0.700398 1.189819 -1.7 -0.5 4.6
H 0.741401 1.145290 0.437462 -2.7 -0.1 0.3
H -0.565641 0.854415 -2.474088 -0.4 -0.5 0.2
```
Forces are in eV/Å.

## Properties
LUMO level ... -0.002 Eh
Relative energy (zero: lowest compared OMol25 entry of this formula, charge and spin) ... 19.43 kcal/mol
Max |F| ... 6.904 eV/Å
Orbital gap ... 8.5803 eV
Structure (SMILES) ... CN(C)SSS

Quick look at the Löwdin charges, all values in e: 0.384, -0.046, 0.225, -0.411, -0.209, -0.207, -0.159, 0.041, 0.090, 0.096, -0.024, 0.124, 0.097

=====

2.
Here is 2 unconnected molecules or ions with the total composition C4H7NO4 from the OMol25 dataset. Energies are from ωB97M-V/def2-TZVPD.

The geometry in XYZ format:
```
16
Properties=species:S:1:pos:R:3:forces:R:3
O -0.672434 -1.290261 0.842237 0.6 0.8 0.2
O -0.212600 -0.508769 -0.108946 1.7 -2.4 0.8
O -3.318295 -0.221348 0.903374 1.0 0.0 -0.7
O -1.743489 0.551346 -0.696090 -1.8 2.3 0.2
N -2.825325 0.002448 -0.441027 0.8 -0.3 1.7
C -4.227397 -0.740042 -2.402341 0.5 -0.4 2.4
C -3.552984 -0.492261 -1.402878 -2.5 -1.0 -3.0
C 0.695061 0.585663 0.203238 0.2 0.9 -4.3
C 2.102093 0.131257 0.555040 -1.1 -0.8 1.3
H 2.878510 0.813780 0.171924 -0.4 -0.5 0.0
H -4.942715 -1.360336 -2.914069 0.4 0.4 -0.4
H -2.670513 -0.849598 1.328787 -0.4 0.8 -0.9
H 2.173055 -0.943003 0.232669 0.5 1.2 0.2
H 0.662603 1.031532 -0.913789 0.2 -0.6 2.6
H 0.275569 1.324674 0.851067 -0.5 0.1 0.6
H 2.066167 0.184294 1.668038 0.8 -0.4 -0.7
```
Forces are in eV/Å.

## Properties
LUMO level (alpha / beta) ... -0.028 / -0.016 Eh
Relative energy (zero: lowest compared OMol25 entry of this formula, charge and spin) ... 297.28 kcal/mol
Max |F| ... 4.393 eV/Å
Orbital gap (alpha / beta) ... 7.5773 / 9.2372 eV

Quick look at the Löwdin charges, all values in e: -0.057, -0.231, 0.052, 0.040, -0.251, 0.156, -0.113, -0.216, -0.069, 0.083, 0.036, 0.107, 0.100, 0.169, 0.110, 0.084

=====

3.
Here is a molecular structure, C14H23BN6OPd from the OMol25 dataset. Energies are from ωB97M-V/def2-TZVPD.

The geometry in XYZ format:
```
46
Properties=species:S:1:pos:R:3:forces:R:3
Pd 0.942435 0.491837 -0.229747 0.1 -2.1 -1.5
O -1.641196 0.024383 2.077035 1.2 1.6 -0.8
N 2.673149 -0.923082 -2.473013 -0.3 0.6 0.5
N 1.073649 0.843411 -3.290408 -0.5 1.5 -1.8
N 0.776105 1.445816 -2.073746 -0.8 2.3 -0.3
N 2.641804 -0.593162 -1.130455 -0.3 0.2 0.0
N 0.225955 -1.378932 -2.662671 0.1 0.2 -0.1
N -0.144948 -1.040268 -1.372042 -0.4 -0.1 0.0
C -0.618882 -2.317563 -3.141363 0.3 0.7 0.9
C 0.795502 1.715423 -4.280760 0.9 -2.5 1.1
C -3.362795 -0.869915 3.464715 0.1 0.2 -0.1
C 0.675788 1.610982 1.522087 1.6 1.0 1.4
C -1.554077 -2.586536 -2.145365 0.0 0.1 -0.2
C 3.819707 -1.581529 -2.728441 -0.2 0.1 0.5
C 4.526556 -1.692606 -1.536781 0.0 0.0 0.0
C -2.173896 0.093305 3.411781 -0.5 0.2 1.2
C -2.532846 1.538391 3.756496 -0.6 0.1 -0.2
C -1.226112 -1.754814 -1.052815 0.4 0.3 -0.4
C -1.150732 -0.264818 4.484939 0.1 -0.4 0.1
C 0.302339 2.675494 -2.312477 0.6 -1.7 1.1
C 0.311047 2.883425 -3.701656 -0.5 1.1 -0.4
C 3.743360 -1.061754 -0.545532 0.0 -0.1 -1.1
B 1.432517 -0.674279 -3.375091 0.1 -0.9 1.2
H -1.717438 -1.606946 -0.090108 0.2 -0.2 -0.3
H -0.896087 -1.326537 4.459577 0.3 0.1 -0.1
H 4.007738 -1.924607 -3.744298 0.1 0.0 0.4
H -3.841926 -0.820943 4.451590 0.1 0.0 -0.3
H -0.269524 0.382293 4.380127 0.0 -0.3 0.1
H 1.574116 -1.047469 -4.505987 0.0 0.2 0.3
H -2.370426 -3.279146 -2.218189 -0.1 -0.1 0.1
H 0.476493 1.011089 2.420639 -0.1 0.3 -0.5
H -0.012850 3.758433 -4.233405 0.0 0.2 0.0
H -0.037006 3.314515 -1.493381 0.2 -0.2 -0.5
H -0.451230 -2.700562 -4.136346 -0.2 -0.1 0.1
H -1.578920 -0.057898 5.480417 0.2 -0.1 -0.4
H -2.811305 1.593300 4.821729 0.0 0.1 -0.5
H 5.484890 -2.166049 -1.407054 0.0 0.0 0.1
H 0.966779 1.420061 -5.304958 -0.1 0.2 0.0
H -3.380474 1.906052 3.158141 0.4 0.1 0.1
H 0.113968 2.521218 1.308390 -0.6 -0.4 0.0
H 3.901689 -0.915581 0.517096 0.1 -0.1 -0.3
H -1.637101 2.174305 3.618014 -0.4 -0.1 0.0
H 1.743064 1.895939 1.508694 0.1 -0.2 -0.2
H -4.106296 -0.614759 2.699365 0.2 0.0 0.2
H -3.026490 -1.903721 3.301724 -0.1 0.3 0.0
H -1.169533 0.899149 1.897552 -1.6 -2.0 0.6
```
Forces are in eV/Å.

## Properties
LUMO level (alpha / beta) ... -0.242 / -0.431 Eh
2S+1 ... 5
Relative energy (zero: lowest compared OMol25 entry of this formula, charge and spin) ... 2.58 kcal/mol
Net charge ... +2
Max |F| ... 2.886 eV/Å
Orbital gap (alpha / beta) ... 8.6191 / 3.4463 eV

Quick look at the Löwdin charges, all values in e: 1.116, -0.108, -0.020, 0.054, -0.023, -0.050, -0.010, -0.037, -0.003, 0.060, -0.022, -0.067, 0.023, -0.017, -0.002, -0.677, -0.038, -0.056, -0.043, -0.013, 0.104, -0.076, -0.447, 0.123, 0.092, 0.148, 0.101, 0.075, 0.135, 0.120, 0.026, 0.145, 0.146, 0.144, 0.102, 0.102, 0.118, 0.162, 0.098, 0.050, 0.127, 0.084, 0.047, 0.090, 0.091, 0.026